No. 1
Formula: C6H14N5
Source: the Open Molecules 2025 dataset
Level of theory: the ωB97M-V functional and the def2-TZVPD basis

energy relative to the best compared isomer or geometry (same formula, charge and spin): 4.541 eV
F_max: 4.49 eV/A
E_HOMO: -11.629 eV
LUMO: -3.040 eV
total charge: +1

Each line ends with the Löwdin charge.
CARTESIAN COORDINATES (ANGSTROEM)
C -1.36 0.25 0.24  -0.033
C 0.66 0.51 -0.31  -0.083
C -0.65 2.42 0.27  -0.181
C 3.03 0.13 -0.16  -0.259
C -2.11 -0.86 0.02  -0.386
C -1.54 -2.20 -0.22  -0.036
N -1.73 1.54 0.13  -0.005
N 0.59 1.79 -0.13  0.065
N 1.71 -0.24 -0.42  0.057
N -3.44 -0.72 0.20  0.155
N 3.62 -0.87 0.66  0.064
H -0.86 3.38 -0.17  0.132
H -0.39 2.63 1.39  0.170
H 3.61 0.09 -1.10  0.153
H 3.03 1.07 0.26  0.090
H -0.47 -2.23 -0.01  0.055
H -1.57 -2.39 -1.34  0.116
H -2.05 -3.00 0.47  0.135
H -2.33 1.62 -0.73  0.178
H 1.41 2.37 -0.05  0.156
H 1.47 -1.14 -0.77  0.142
H -3.93 0.04 -0.13  0.070
H -4.11 -1.42 0.44  0.120
H 3.00 -1.42 1.18  0.067
H 4.40 -1.34 0.31  0.060

***

No. 2
Formula: C21H35N3O4
Source: the Open Molecules 2025 dataset
Level of theory: the ωB97M-V functional and the def2-TZVPD basis

SMILES: C=CCC1(C(=O)N[C@H](C)C(=O)NCC(C)C)CN(C(=O)[C@H](C)C2(O)CCC2)C1
energy relative to the best compared isomer or geometry (same formula, charge and spin): 1.355 eV
F_max: 1.25 eV/A
E_HOMO: -8.882 eV
LUMO: 0.531 eV

Each line ends with the Löwdin charge.
CARTESIAN COORDINATES (ANGSTROEM)
C -1.34 -3.75 -2.11  0.012
C -0.31 -2.94 -1.90  -0.179
C -0.40 -1.61 -1.20  -0.120
C 0.38 -1.52 0.12  -0.287
C 1.72 -0.82 -0.09  -0.437
O 2.77 -1.44 -0.19  0.073
N 1.68 0.52 -0.19  0.108
C 2.83 1.36 -0.46  -0.271
C 3.63 1.61 0.82  -0.022
C 2.30 2.66 -1.05  -0.446
O 1.12 2.97 -0.92  0.064
N 3.20 3.43 -1.68  0.080
C 2.87 4.69 -2.31  -0.161
C 2.26 4.54 -3.70  -0.426
C 3.16 3.75 -4.65  -0.076
C 1.91 5.90 -4.29  -0.080
C -0.43 -0.90 1.30  -0.049
N -0.43 -2.24 1.90  -0.022
C -0.99 -2.76 3.02  -0.410
O -0.44 -3.65 3.65  0.093
C -2.29 -2.12 3.49  -0.210
C -2.38 -2.10 5.02  -0.034
C -3.53 -2.76 2.85  -0.478
O -3.72 -4.04 3.40  0.029
C -4.75 -1.81 2.87  -0.095
C -4.38 -1.34 1.45  -0.141
C -3.58 -2.65 1.30  -0.091
C 0.52 -2.83 0.94  -0.017
H -1.21 -4.69 -2.62  0.056
H -2.34 -3.49 -1.78  0.055
H 0.68 -3.24 -2.24  0.113
H -0.08 -0.83 -1.90  0.124
H -1.46 -1.41 -1.01  0.109
H 0.80 1.04 -0.20  0.136
H 3.46 0.86 -1.20  0.152
H 4.50 2.23 0.63  0.077
H 3.01 2.10 1.57  0.091
H 3.98 0.66 1.23  0.082
H 4.15 3.10 -1.74  0.144
H 2.19 5.25 -1.67  0.127
H 3.78 5.29 -2.37  0.130
H 1.33 3.98 -3.59  0.134
H 4.13 4.25 -4.79  0.082
H 3.36 2.74 -4.28  0.068
H 2.70 3.64 -5.63  0.078
H 2.80 6.52 -4.43  0.081
H 1.42 5.80 -5.26  0.078
H 1.22 6.45 -3.64  0.079
H 0.09 -0.17 1.91  0.130
H -1.42 -0.55 1.02  0.105
H -2.26 -1.08 3.17  0.139
H -1.51 -1.60 5.45  0.087
H -3.27 -1.58 5.36  0.077
H -2.40 -3.11 5.42  0.085
H -4.45 -4.46 2.94  0.098
H -5.69 -2.35 2.92  0.118
H -4.78 -1.06 3.67  0.107
H -5.21 -1.20 0.76  0.100
H -3.75 -0.45 1.44  0.094
H -2.62 -2.61 0.77  0.086
H -4.15 -3.46 0.85  0.120
H 0.12 -3.72 0.46  0.122
H 1.50 -3.02 1.38  0.129

***

No. 3
Formula: C3H4N2OS
Source: the Open Molecules 2025 dataset
Level of theory: the ωB97M-V functional and the def2-TZVPD basis

SMILES: O=C/N=C/NC=S
energy relative to the best compared isomer or geometry (same formula, charge and spin): 1.348 eV
F_max: 1.73 eV/A
E_HOMO: -8.757 eV
LUMO: -0.716 eV

Each line ends with the Löwdin charge.
CARTESIAN COORDINATES (ANGSTROEM)
C 0.55 -0.22 1.86  -0.726
C 0.31 -0.82 -0.57  -0.181
C -0.69 0.16 -2.32  -0.321
H 1.05 -0.71 2.68  0.054
H 1.15 -1.86 0.90  0.140
H 0.51 -1.68 -1.25  0.153
H -1.25 1.04 -2.69  0.122
N 0.73 -0.95 0.72  -0.022
N -0.42 0.18 -0.94  0.081
O -0.47 -0.77 -3.08  0.010
S -0.06 1.25 2.05  0.690

***

No. 4
Formula: C6H13NO
Source: the Open Molecules 2025 dataset
Level of theory: the ωB97M-V functional and the def2-TZVPD basis

energy relative to the best compared isomer or geometry (same formula, charge and spin): 5.372 eV
F_max: 3.04 eV/A
E_HOMO (alpha / beta): -8.082 / -8.086 eV
LUMO (alpha / beta): -0.975 / -0.963 eV

Each line ends with the Löwdin charge.
CARTESIAN COORDINATES (ANGSTROEM)
C 0.74 -0.20 -0.71  -0.325
C -0.73 1.49 1.13  -0.002
C -1.40 0.42 -1.55  -0.114
C 0.68 -1.56 -1.37  -0.051
C 1.21 -0.07 1.86  -0.021
N -0.12 0.84 -1.05  0.049
C 0.05 -0.23 0.87  -0.563
O -0.84 -1.07 1.02  -0.022
H 1.76 0.18 -0.64  0.128
H -1.88 -0.32 -0.88  0.101
H -2.04 1.28 -1.69  0.083
H -0.03 2.32 1.08  0.047
H -0.99 1.24 2.15  0.051
H -1.64 1.68 0.57  0.034
H -1.26 -0.09 -2.51  0.099
H 0.81 -1.48 -2.45  0.082
H -0.26 -2.06 -1.16  0.075
H 1.49 -2.19 -0.98  0.084
H 0.80 0.04 2.87  0.089
H 1.83 0.78 1.62  0.085
H 1.80 -0.99 1.82  0.091

***

Number 1: calculated total energy -13890.08571 eV. Number 2: calculated total energy -35005.02459 eV. Number 3: calculated total energy -19037.69993 eV. Number 4: calculated total energy -9965.80186 eV.